(1)
A cluster of 2 separate species, C4H8O3 in total. Source: the Open Molecules 2025 dataset; level of theory: ωB97M-V with the def2-TZVPD basis set.

Each line ends with the Mulliken charge.
Positions of all 15 atoms, in Å:
C: -1.026 -1.888 0.581  -1.3548
C: -0.042 -0.744 0.350  0.3870
O: 1.283 -1.199 0.308  -0.5653
C: -0.373 -0.013 -0.936  0.1008
O: 0.464 0.142 -1.803  -0.5517
H: -2.047 -1.508 0.692  0.3651
H: -0.752 -2.416 1.498  0.3393
H: -0.997 -2.602 -0.249  0.3241
H: -0.161 -0.009 1.161  0.2404
H: 1.619 -0.946 -0.569  0.3705
H: -1.409 0.344 -1.063  0.3416
C: 0.872 2.714 0.003  -0.0665
O: -0.215 2.345 0.378  -0.4076
H: 1.371 2.251 -0.869  0.2075
H: 1.413 3.527 0.519  0.2694

LUMO energy ... 0.021 Eh
ΔE to the lowest compared entry with this formula, charge and spin ... 48.5 kcal/mol
Kohn-Sham gap ... 10.8 eV
Multiplicity ... 1

(2)
A cluster of 15 separate species, CH29O17 in total in a non-equilibrium geometry. Source: the Open Molecules 2025 dataset; level of theory: ωB97M-V with the def2-TZVPD basis set.

Each line ends with the Mulliken charge.
Positions of all 47 atoms, in Å:
C: -0.134 -0.669 0.263  0.2847
O: 0.084 -1.190 -0.825  -0.5501
O: -0.198 0.677 0.252  0.3992
O: -0.625 -1.261 1.257  -0.3713
H: 0.223 1.083 -0.535  0.0587
O: -3.125 -2.035 0.139  -0.7300
H: -2.690 -2.308 -0.652  0.3811
H: -2.344 -1.554 0.478  0.3252
O: -2.803 1.640 -0.256  -0.6655
H: -3.482 0.942 -0.268  0.3328
H: -2.032 1.383 0.202  0.1875
O: -2.424 0.352 2.309  -0.6504
H: -1.678 -0.158 1.876  0.2492
H: -2.415 0.087 3.231  0.2245
O: 0.344 2.507 -2.457  -0.5402
H: 1.192 2.880 -2.677  0.2585
H: -0.255 3.207 -2.087  0.3090
O: 0.424 1.215 3.124  -0.6381
H: 0.555 0.340 2.751  0.4220
H: 0.946 1.313 3.929  0.2243
O: 3.143 2.258 -0.823  -0.6636
H: 3.987 2.161 -0.422  0.3035
H: 2.959 1.383 -1.188  0.4359
O: 1.393 2.869 1.119  -0.7430
H: 1.139 2.101 1.657  0.3883
H: 2.222 2.594 0.639  0.3935
O: 2.447 -0.143 -1.827  -0.7560
H: 1.722 -0.498 -1.297  0.2432
H: 2.226 -0.449 -2.732  0.2613
O: 1.751 -1.358 2.601  -0.7688
H: 2.333 -0.783 2.055  0.3746
H: 1.023 -1.449 1.992  0.0727
O: -0.832 4.055 -0.478  -0.6574
H: -0.108 3.815 0.146  0.3483
H: -1.502 4.506 0.044  0.2847
O: -1.321 -3.305 2.768  -0.7052
H: -1.221 -2.701 2.050  0.5380
H: -0.589 -3.079 3.378  0.2859
O: -0.446 -3.803 -0.599  -0.6022
H: 0.203 -4.516 -0.337  0.2502
H: -0.064 -2.929 -0.439  0.3150
O: -1.000 -0.451 -3.235  -0.6789
H: -0.225 -0.111 -3.649  0.2808
H: -0.803 -0.469 -2.313  0.2640
O: 0.757 -3.066 -3.123  -0.6596
H: 0.849 -2.337 -3.736  0.2704
H: 0.395 -2.743 -2.307  0.4130

LUMO energy ... 0.082 Eh
Total charge ... -1
ΔE to the lowest compared entry with this formula, charge and spin ... 4.0 kcal/mol
Kohn-Sham gap ... 9.7 eV
Multiplicity ... 1

(3)
A cluster of 18 separate species, C122H118O49 in total in a non-equilibrium geometry. Source: the Open Molecules 2025 dataset; level of theory: ωB97M-V with the def2-TZVPD basis set.

Each line ends with the Mulliken charge.
Positions of all 289 atoms, in Å:
C: -6.719 -8.625 4.527  -0.4907
C: -5.555 -9.157 3.900  -0.7290
C: -4.629 -8.267 3.374  -0.5513
C: -4.765 -6.870 3.584  0.3704
C: -5.842 -6.293 4.293  0.3415
C: -6.818 -7.228 4.798  -0.8705
C: -6.082 -4.806 4.392  0.1476
O: -7.124 -4.321 4.853  -0.6702
C: -4.979 -3.936 3.875  0.4684
C: -5.203 -2.563 3.888  -0.8240
C: -4.259 -1.688 3.334  -0.7729
C: -3.215 -2.222 2.553  0.8215
C: -3.064 -3.593 2.419  -0.3716
C: -3.917 -4.461 3.114  0.0878
C: -3.757 -5.982 3.018  0.7327
O: -2.876 -6.497 2.403  -0.6448
H: -7.498 -9.346 4.817  0.3691
H: -5.589 -10.185 3.719  0.4418
H: -3.875 -8.566 2.688  0.4918
H: -7.674 -6.748 5.236  0.4858
H: -6.089 -2.192 4.381  0.5179
H: -4.526 -0.604 3.519  0.1250
H: -2.436 -1.595 2.105  0.2110
H: -2.309 -4.035 1.803  0.3498
C: -3.735 -0.512 -1.158  -0.3305
C: -4.035 -0.134 -2.497  -1.1091
C: -3.412 -0.887 -3.577  -0.6894
C: -2.603 -1.932 -3.296  0.6879
C: -2.363 -2.371 -1.997  -0.5733
C: -2.945 -1.667 -0.943  0.3615
C: -1.534 -3.581 -1.659  -0.1292
O: -1.415 -3.936 -0.516  -0.1210
C: -0.863 -4.206 -2.790  0.5136
C: 0.036 -5.234 -2.495  -0.2216
C: 0.710 -5.860 -3.535  -0.5087
C: 0.579 -5.450 -4.832  -0.6898
C: -0.349 -4.429 -5.138  -0.4562
C: -1.094 -3.795 -4.103  -0.0771
C: -1.968 -2.601 -4.422  0.7753
O: -2.111 -2.280 -5.586  -0.7428
H: -4.201 -0.026 -0.319  0.7118
H: -4.823 0.574 -2.623  0.6042
H: -3.522 -0.529 -4.596  0.4960
H: -2.763 -2.012 0.055  -0.3210
H: 0.221 -5.511 -1.476  -0.0645
H: 1.405 -6.631 -3.271  0.5534
H: 1.190 -5.890 -5.621  0.5358
H: -0.438 -4.080 -6.112  0.7800
C: 1.963 3.479 -3.518  -0.5863
C: 2.180 3.472 -2.116  1.2176
C: 1.365 4.164 -1.259  -0.0258
C: 0.387 5.022 -1.804  -0.0994
C: 0.172 5.068 -3.179  0.5439
C: 0.977 4.323 -4.039  -0.5725
C: -0.932 5.942 -3.795  0.1372
O: -1.094 5.938 -4.970  -0.3526
C: -1.845 6.600 -2.811  0.5997
C: -3.025 7.163 -3.297  -0.5183
C: -3.965 7.707 -2.419  -0.7829
C: -3.704 7.696 -1.051  -0.5900
C: -2.561 7.035 -0.549  -0.6781
C: -1.586 6.544 -1.433  0.4244
C: -0.422 5.803 -0.906  0.3681
O: -0.134 5.796 0.279  -0.7709
H: 2.636 2.885 -4.079  0.5479
H: 2.979 2.834 -1.739  -0.9470
H: 1.458 3.888 -0.214  0.0358
H: 0.774 4.350 -5.109  0.2767
H: -3.278 7.241 -4.375  0.3626
H: -4.853 8.054 -2.871  0.4862
H: -4.363 8.122 -0.294  0.4078
H: -2.376 6.990 0.518  0.5507
C: -0.464 4.690 9.466  -0.7545
C: 0.826 4.180 9.637  -0.5937
C: 1.098 2.872 9.253  -0.6334
C: 0.184 2.157 8.535  0.6695
C: -1.128 2.641 8.350  0.1455
C: -1.439 3.878 8.858  -0.4472
C: -2.153 1.865 7.500  0.7834
O: -3.228 2.413 7.298  -0.8825
C: -1.768 0.511 7.113  -0.0307
C: -2.764 -0.363 6.660  -0.4720
C: -2.488 -1.707 6.384  -1.6003
C: -1.193 -2.196 6.594  0.2081
C: -0.196 -1.342 7.090  -0.3520
C: -0.463 0.013 7.320  0.0527
C: 0.597 0.843 7.925  0.6003
O: 1.778 0.398 8.064  -0.7306
H: -0.745 5.718 9.730  0.4227
H: 1.615 4.721 10.103  0.4753
H: 2.014 2.353 9.489  0.5046
H: -2.430 4.278 8.776  0.4446
H: -3.781 -0.024 6.533  0.4351
H: -3.226 -2.319 5.964  0.9991
H: -0.971 -3.215 6.359  0.1642
H: 0.717 -1.740 7.519  0.5457
C: 0.886 -0.744 -3.959  0.3674
C: 0.231 0.510 -4.002  -0.1556
C: -0.277 1.083 -2.820  0.1482
C: -0.116 0.508 -1.596  1.0563
C: 0.483 -0.769 -1.555  0.7886
C: 1.015 -1.421 -2.741  0.7084
C: 0.746 -1.470 -0.281  0.2722
O: 1.344 -2.551 -0.325  -0.6877
C: 0.185 -0.910 0.955  0.5180
C: 0.330 -1.643 2.124  0.0985
C: -0.089 -1.095 3.311  -0.2316
C: -0.669 0.175 3.360  -0.1037
C: -0.871 0.884 2.176  -0.5207
C: -0.410 0.351 0.946  0.9131
C: -0.602 1.089 -0.341  -0.6184
O: -1.020 2.196 -0.280  -0.1718
H: 1.273 -1.240 -4.858  -1.2367
H: 0.271 1.097 -4.916  -0.1922
H: -0.733 2.122 -2.850  -0.1641
H: 1.506 -2.376 -2.505  -0.5961
H: 0.804 -2.614 2.216  -0.4941
H: 0.122 -1.539 4.266  -0.0664
H: -0.959 0.566 4.352  -0.4192
H: -1.271 1.881 2.263  0.3165
C: -0.964 5.105 3.430  -0.5467
C: -0.671 5.383 4.947  1.2580
C: 0.667 6.080 5.260  -0.1526
O: 0.280 7.377 5.533  -0.3801
C: -1.087 7.488 5.702  0.4997
O: -1.685 8.454 6.156  -0.5932
O: -1.728 6.341 5.318  -0.1025
H: -0.820 6.103 2.990  0.4521
H: -1.987 4.729 3.274  -0.0223
H: -0.281 4.426 2.901  -0.3523
H: -0.838 4.426 5.473  -0.4438
H: 1.375 6.087 4.432  0.1929
H: 1.024 5.520 6.141  0.2888
C: -3.719 3.588 -2.115  -0.0066
C: -4.404 3.539 -0.810  1.0284
C: -3.568 3.522 0.453  1.5485
O: -4.375 4.214 1.437  -0.0255
C: -5.345 4.908 0.827  0.3192
O: -6.156 5.590 1.359  -0.6012
O: -5.267 4.673 -0.574  -0.4840
H: -4.518 3.691 -2.832  0.5671
H: -3.224 2.639 -2.223  -0.3887
H: -3.052 4.423 -2.152  -0.7564
H: -5.121 2.692 -0.850  0.0678
H: -2.609 4.053 0.346  -0.6652
H: -3.385 2.520 0.853  -0.6539
C: -0.241 -6.098 1.566  -1.4442
C: 0.964 -5.725 0.836  3.1846
C: 2.209 -5.372 1.675  0.4314
O: 3.268 -5.885 0.800  -0.4227
C: 2.766 -6.702 -0.177  0.4914
O: 3.491 -7.109 -1.001  -0.5384
O: 1.418 -6.823 -0.078  -0.5028
H: -1.078 -6.360 0.913  0.4435
H: -0.511 -5.209 2.135  -0.1595
H: -0.014 -6.923 2.275  0.4469
H: 0.698 -4.924 0.136  -1.5343
H: 2.310 -5.803 2.654  0.0586
H: 2.319 -4.273 1.872  -0.3531
C: 6.106 -4.226 -1.866  -1.6448
C: 5.280 -3.951 -3.111  0.2619
C: 3.837 -4.095 -2.868  0.2479
O: 3.334 -3.298 -4.040  0.3794
C: 4.304 -2.319 -4.285  -0.3107
O: 4.205 -1.300 -4.881  0.1107
O: 5.497 -2.677 -3.700  -0.3920
H: 7.154 -4.041 -2.006  0.4660
H: 6.027 -5.280 -1.597  0.4153
H: 5.862 -3.639 -0.977  0.2271
H: 5.536 -4.656 -3.889  0.3461
H: 3.536 -3.599 -1.940  -0.3826
H: 3.434 -5.104 -2.969  0.4829
C: 3.870 -2.194 4.361  -2.1003
C: 3.147 -3.318 5.019  2.1857
C: 3.996 -4.600 5.225  -0.2837
O: 3.763 -4.982 6.520  -0.3985
C: 3.211 -3.949 7.250  0.3907
O: 2.942 -4.013 8.407  -0.5907
O: 2.842 -3.025 6.392  -0.1092
H: 3.197 -1.577 3.785  0.1209
H: 4.488 -2.666 3.621  0.5927
H: 4.666 -1.664 4.904  0.3626
H: 2.209 -3.534 4.530  -0.6964
H: 5.060 -4.443 5.020  0.3641
H: 3.664 -5.402 4.580  0.2132
C: 6.175 2.808 -6.597  -1.1272
C: 5.121 2.324 -7.508  0.3505
C: 5.181 0.818 -7.880  -0.6287
O: 3.824 0.414 -7.728  -0.2542
C: 3.211 1.222 -6.886  -0.1821
O: 2.184 1.007 -6.329  0.3744
O: 3.873 2.349 -6.722  -0.3261
H: 6.031 3.802 -6.155  0.3385
H: 7.150 2.807 -7.101  0.4034
H: 6.207 2.142 -5.679  0.0353
H: 4.920 2.954 -8.378  0.3765
H: 5.811 0.248 -7.220  0.2345
H: 5.479 0.612 -8.892  0.4066
C: 3.870 0.171 -2.043  0.9826
C: 5.198 0.734 -1.646  0.3473
C: 6.336 0.534 -2.651  -0.3156
O: 6.313 1.712 -3.373  -0.3546
C: 5.744 2.711 -2.682  0.5034
O: 5.681 3.841 -3.026  -0.5439
O: 5.086 2.196 -1.574  -0.3887
H: 3.886 -0.953 -2.067  -0.0355
H: 3.595 0.553 -3.008  -0.1992
H: 3.085 0.389 -1.314  -0.5552
H: 5.552 0.410 -0.674  -0.0740
H: 6.143 -0.318 -3.326  0.0889
H: 7.259 0.426 -2.116  0.2898
C: 3.879 -3.367 -7.698  -1.5112
C: 2.393 -3.202 -7.393  1.9424
C: 1.750 -1.895 -7.884  0.6762
O: 0.380 -2.240 -8.081  -0.1188
C: 0.289 -3.556 -8.211  0.3171
O: -0.685 -4.167 -8.425  -0.5308
O: 1.529 -4.150 -8.021  -0.4866
H: 4.246 -4.350 -7.455  0.4187
H: 4.436 -2.555 -7.157  0.0595
H: 4.068 -3.240 -8.743  0.4321
H: 2.212 -3.315 -6.372  -0.6199
H: 2.114 -1.521 -8.888  0.3843
H: 1.811 -1.084 -7.202  -0.9961
C: -5.137 5.805 5.308  -1.0820
C: -5.006 4.290 5.546  0.5411
C: -6.101 3.369 5.187  -0.5747
O: -5.443 2.195 4.736  -0.3791
C: -4.207 2.492 4.358  -0.2040
O: -3.396 1.762 3.869  0.0093
O: -3.906 3.743 4.672  0.4104
H: -5.966 6.325 5.926  0.3606
H: -5.371 6.064 4.240  0.1801
H: -4.178 6.295 5.571  0.1652
H: -4.622 4.069 6.546  0.1085
H: -6.708 3.749 4.381  0.3660
H: -6.673 3.031 6.089  0.2821
C: 2.532 3.034 2.442  -1.6429
C: 3.518 2.382 1.526  1.9482
C: 4.929 2.445 1.988  -0.7079
O: 5.522 1.214 1.608  -0.3593
C: 4.507 0.317 1.390  -0.1870
O: 4.605 -0.859 1.178  -0.4072
O: 3.275 0.953 1.476  0.5188
H: 2.439 2.430 3.332  0.4642
H: 1.530 3.189 1.941  -0.3011
H: 2.922 4.016 2.720  0.4843
H: 3.443 2.829 0.527  -0.4100
H: 5.070 2.598 3.051  0.3210
H: 5.413 3.292 1.538  0.3997
C: 0.601 6.919 -7.729  -1.5388
C: 0.083 5.567 -8.088  2.2238
C: -1.421 5.456 -8.168  -0.4189
O: -1.599 4.614 -9.292  -0.3720
C: -0.454 4.728 -10.102  0.4626
O: -0.335 4.323 -11.230  -0.5693
O: 0.622 5.188 -9.384  -0.4408
H: 0.686 7.125 -6.592  0.2007
H: 0.205 7.784 -8.266  0.3902
H: 1.700 6.804 -7.960  0.3957
H: 0.503 4.872 -7.323  -0.9956
H: -1.812 6.420 -8.415  0.5727
H: -1.824 5.025 -7.282  0.1084
C: -0.461 -6.021 9.745  -1.5899
C: 0.508 -5.874 8.608  0.5318
C: 0.793 -7.265 8.001  -0.5887
O: 1.046 -6.889 6.669  -0.3570
C: 0.555 -5.656 6.394  -0.0213
O: 0.544 -5.041 5.400  0.1958
O: -0.060 -5.114 7.508  -0.1713
H: 0.041 -6.556 10.502  0.4136
H: -1.300 -6.595 9.369  0.3571
H: -0.897 -5.114 10.171  0.3657
H: 1.406 -5.414 8.981  0.2310
H: -0.207 -7.745 8.048  0.3357
H: 1.612 -7.786 8.418  0.3593
C: -0.169 0.568 -9.574  -0.5968
C: -1.297 1.160 -8.789  0.0626
C: -2.126 0.293 -7.807  -0.0813
O: -2.568 1.262 -6.882  -0.3362
C: -1.656 2.293 -6.869  0.2012
O: -1.647 3.086 -6.033  -0.3961
O: -0.872 2.193 -7.901  0.0764
H: 0.565 0.362 -8.776  -0.2933
H: 0.225 1.144 -10.399  0.5126
H: -0.504 -0.391 -10.002  0.3213
H: -2.067 1.753 -9.360  0.2518
H: -1.578 -0.446 -7.232  -0.1215
H: -2.972 -0.216 -8.286  0.3533

LUMO energy ... -0.049 Eh
Kohn-Sham gap ... 7.9 eV
Multiplicity ... 1

(4)
An isolated molecule of C5H8N2 in a non-equilibrium geometry. Source: the Open Molecules 2025 dataset; level of theory: ωB97M-V with the def2-TZVPD basis set.

Each line ends with the Mulliken charge.
Positions of all 15 atoms, in Å:
H: 0.349 -1.393 -1.861  0.2643
N: 1.288 -1.051 -1.662  -0.7390
C: 0.988 -0.380 -0.640  0.3128
C: 1.667 0.547 0.336  -0.3908
N: 0.347 0.827 0.980  -0.5646
C: -0.524 1.338 -0.081  -0.3614
C: -0.344 -0.125 0.055  0.8129
C: -1.457 -1.042 0.528  -1.3904
H: 2.171 1.436 -0.057  0.2825
H: 2.329 0.018 1.028  0.2634
H: -0.098 1.834 -0.953  0.2297
H: -1.439 1.784 0.299  0.2846
H: -1.976 -0.545 1.358  0.3928
H: -1.085 -1.999 0.907  0.3024
H: -2.217 -1.249 -0.238  0.3009

LUMO energy ... 0.036 Eh
ΔE to the lowest compared entry with this formula, charge and spin ... 59.1 kcal/mol
Kohn-Sham gap ... 10.6 eV
Multiplicity ... 1

Please write out number 4 again, unchanged.
An isolated molecule of C5H8N2 in a non-equilibrium geometry. Source: the Open Molecules 2025 dataset; level of theory: ωB97M-V with the def2-TZVPD basis set.

Each line ends with the Mulliken charge.
Positions of all 15 atoms, in Å:
H: 0.349 -1.393 -1.861  0.2643
N: 1.288 -1.051 -1.662  -0.7390
C: 0.988 -0.380 -0.640  0.3128
C: 1.667 0.547 0.336  -0.3908
N: 0.347 0.827 0.980  -0.5646
C: -0.524 1.338 -0.081  -0.3614
C: -0.344 -0.125 0.055  0.8129
C: -1.457 -1.042 0.528  -1.3904
H: 2.171 1.436 -0.057  0.2825
H: 2.329 0.018 1.028  0.2634
H: -0.098 1.834 -0.953  0.2297
H: -1.439 1.784 0.299  0.2846
H: -1.976 -0.545 1.358  0.3928
H: -1.085 -1.999 0.907  0.3024
H: -2.217 -1.249 -0.238  0.3009

LUMO energy ... 0.036 Eh
ΔE to the lowest compared entry with this formula, charge and spin ... 59.1 kcal/mol
Kohn-Sham gap ... 10.6 eV
Multiplicity ... 1